The following is a DFT calculation (wB97M-V/def2-TZVPD) of a structure of composition C33H39IrN9S in a non-equilibrium geometry.

Last column: Mulliken charge in e.
Positions of all 83 atoms, in Å:
Ir 0.253112 0.715883 -0.100825  2.093
S -2.316718 0.405988 -0.541336  -0.481
N -0.083915 2.912294 -0.265137  -0.188
N -3.150799 -1.541828 -2.083814  -0.220
N 0.974427 -4.257323 -0.323972  -0.652
N -0.032164 -4.387594 -2.386935  -0.373
N 0.385729 -1.551375 -0.186076  1.176
N -2.780249 -2.093978 0.143867  -0.048
N 0.545571 0.632657 1.999152  -0.029
N 2.297167 0.638371 0.097337  -0.285
N 0.536574 1.200579 -2.056132  0.276
C 2.561190 -0.147307 -2.220502  -0.767
C -1.650277 4.489967 -4.162482  -0.593
C -0.200208 2.204402 -2.511312  0.359
C -1.120094 5.135760 -3.042344  -0.528
C -0.343919 3.257139 -1.512196  1.227
C -1.513640 1.793399 2.596480  -0.038
C -2.421279 -5.581394 1.259916  -0.707
C -3.208658 -6.278958 0.352961  -0.531
C -3.803730 -4.197981 -0.704098  -0.586
C 0.248648 3.610221 2.160574  -0.239
C 0.369687 -3.629847 -1.332291  -0.161
C 2.163728 0.106725 3.686037  -0.466
C -2.311426 -4.204426 1.174318  -0.317
C 4.068647 1.292706 1.560058  -0.737
C 1.796159 0.529092 2.386438  0.489
C -2.972800 -3.503783 0.171982  0.843
C 0.949296 -2.185853 0.845183  -0.089
C 1.333763 0.401838 -2.945093  -1.181
C 3.118578 0.739055 -1.103123  -1.198
C 4.809129 1.373067 2.733003  -0.649
C -3.913500 -5.579574 -0.613543  -0.859
C 0.113644 -2.249947 -1.269720  -0.699
C -0.549657 0.685054 2.966769  -0.831
C 1.259328 -3.530044 0.749543  -0.941
C -0.566394 4.608094 -1.900356  -1.256
C -0.765373 2.190259 -3.782380  -0.329
C 3.365371 0.209293 4.362994  -0.776
C -1.495877 3.162648 -4.468473  -0.672
C 4.538218 0.842624 3.978955  -0.517
C -0.048587 4.001234 0.728293  -1.352
C -0.975902 3.166796 2.970276  -1.156
C -2.782367 -1.207294 -0.851983  0.696
C 2.777467 0.797121 1.321782  0.792
H 1.369585 -0.385410 4.233904  0.382
H -0.996970 4.548791 0.711148  0.558
H -1.196669 6.217417 -3.051964  0.370
H 0.669072 4.486808 2.657497  0.444
H 1.157690 -1.615376 1.737779  0.172
H 0.742311 4.692274 0.419467  0.740
H 3.365628 -0.209321 5.364149  0.381
H 4.542580 1.724192 0.687582  0.439
H 5.318897 0.923846 4.725364  0.356
H -0.665745 1.239467 -4.294809  0.340
H -4.429759 -3.684260 -1.420589  0.542
H -1.080026 -0.278059 2.969016  0.071
H -1.703918 1.752925 1.529536  -0.415
H -0.186361 0.870787 3.978923  0.636
H -2.383184 -1.702006 0.984535  0.038
H 4.126395 0.382942 -0.889498  0.797
H -1.699360 -3.667408 1.892480  0.385
H 3.185364 1.782189 -1.434713  0.260
H -3.294118 -7.356387 0.421361  0.424
H -3.546938 -2.435207 -2.309597  0.132
H -0.707018 3.177862 4.030794  0.396
H -1.777657 3.899812 2.835179  0.441
H -1.937417 2.839803 -5.405721  0.348
H 2.332034 -1.117123 -1.777423  0.078
H 1.018610 2.843971 2.155789  -0.269
H -2.461406 1.622105 3.113910  0.478
H -0.269316 5.345860 -1.170378  0.410
H -1.885875 -6.115645 2.034603  0.394
H 0.271196 -5.345934 -2.405315  0.290
H -4.570407 -6.105301 -1.294396  0.422
H -2.176746 5.106980 -4.879167  0.345
H -0.325425 -3.962377 -3.246222  0.219
H -3.210650 -0.798597 -2.760671  0.236
H 3.342975 -0.302244 -2.965792  0.555
H 1.742153 -4.051336 1.567607  0.438
H 1.650869 1.017577 -3.791183  0.734
H 0.772746 -0.451522 -3.360936  0.249
H 5.770743 1.865258 2.636081  0.367
H -0.331770 -1.731127 -2.110161  0.318

Forces on atoms 1 to 3 (eV/Å):
0.8 0.0 0.4
0.3 0.8 0.0
0.1 -1.3 0.0

Calculated values
- spin multiplicity = 1
- LUMO level (eV) = -2.7
- ΔE to the lowest compared entry with this formula, charge and spin (kJ/mol) = 175.44
- total charge = +1
- total energy (Ha) = -2276.0401
- HOMO (Ha) = -0.34170
- gap between HOMO and LUMO (eV) = 6.616

=====

The following is a DFT calculation (wB97M-V/def2-TZVPD) of a structure of composition C33H39N5O4RuS4 in a non-equilibrium geometry.

Last column: Mulliken spin population.
Positions of all 86 atoms, in Å:
Ru -0.686336 -0.361944 0.447589  2.536
S -1.900290 -3.509780 -3.052899  0.001
S -5.588729 -2.182813 -1.306981  0.000
S 2.374816 0.045520 0.779051  0.043
S -4.627536 -3.770341 1.474043  0.001
O 0.408421 0.040263 6.437723  0.001
O 0.520202 -1.914430 2.374619  0.017
O -0.591223 2.450601 2.484671  0.012
O -1.626940 -1.928119 -0.519628  0.106
N -0.254983 0.207350 2.439589  -0.037
N 0.212791 1.217514 -1.246076  0.089
N 0.558813 -0.876079 4.384266  0.004
N 0.799212 -1.467851 -1.311853  0.043
N -2.062337 0.843551 0.413350  0.796
C -2.915598 -5.149775 -1.395045  -0.001
C -0.354609 1.425235 3.088926  0.064
C -2.606332 0.999422 5.111044  0.002
C 2.594275 1.380719 -0.432208  -0.004
C 2.359876 2.101433 4.341994  0.000
C 0.279115 0.172147 5.241706  -0.003
C -2.122830 -3.511051 1.760055  0.040
C 0.987106 2.512196 4.877608  -0.001
C -4.864585 0.040475 -2.297521  0.008
C 2.961574 -1.433112 -0.098974  -0.005
C 1.182488 -0.706424 -2.490996  -0.008
C -4.042659 2.160162 0.473314  0.187
C -3.697667 -0.552660 -1.727136  0.034
C -3.944067 -4.309819 2.947106  0.000
C 0.375033 0.597210 -2.560452  0.002
C -5.965815 -0.735752 -2.140594  -0.001
C -0.134967 1.487331 4.606114  0.004
C -2.601361 -4.107385 2.966772  0.005
C -2.545793 -5.917450 -2.549506  0.000
C 0.282865 -0.894324 3.031286  0.017
C -1.434401 1.966340 5.276513  0.000
C -5.918461 1.518559 1.847344  0.175
C -5.203910 0.414724 2.308160  -0.113
C 1.289828 2.094375 -0.778266  0.002
C -2.630820 -3.827657 -1.521261  0.005
C 1.840338 -2.288054 -0.707900  0.006
C -3.919826 0.176102 1.864391  0.268
C -3.306569 1.034011 0.916570  -0.202
C -2.828039 -2.653020 -0.539937  0.005
C -3.103649 -3.248863 0.853253  -0.006
C -5.323634 2.390212 0.932971  -0.091
C -3.928400 -1.754360 -1.134390  -0.010
C -1.977790 -5.158736 -3.520005  0.001
H -1.679602 2.933783 4.837839  0.000
H -5.656462 -0.265783 3.018985  -0.001
H 1.014140 -1.273246 -3.409256  -0.001
H -2.689536 -6.988569 -2.633007  0.000
H 2.738417 1.208181 4.846557  0.000
H 3.273694 2.107448 0.009694  0.000
H 0.912509 2.598182 0.112090  -0.005
H -4.877595 1.009706 -2.784740  0.001
H -2.795100 0.775039 4.059226  0.007
H -3.359746 -0.677267 2.212470  0.039
H -3.379114 -5.576194 -0.510542  0.000
H -6.927246 1.700736 2.197307  0.010
H 1.368706 -2.870621 0.080113  -0.002
H -4.577843 -4.739632 3.712633  0.000
H 3.086327 2.899909 4.502506  0.000
H -0.649892 1.737232 -1.213037  0.010
H -1.965411 -4.372462 3.804883  0.000
H 3.499003 -2.023130 0.640756  0.001
H 0.841487 1.281716 -3.275158  0.006
H 0.671934 3.445032 4.411649  0.000
H -5.870820 3.254939 0.576605  -0.003
H -0.026198 -2.033791 -1.491696  -0.009
H -3.575469 2.830567 -0.240587  0.002
H 1.035840 2.664999 5.956143  0.000
H 2.291749 -2.985372 -1.419951  0.004
H -2.421210 0.057087 5.637155  0.000
H 0.898374 -1.733558 4.787567  0.000
H -1.217323 2.113083 6.334788  0.000
H 3.687544 -1.101659 -0.841820  0.000
H -2.715110 -0.109591 -1.745659  -0.029
H 2.248618 -0.488921 -2.448976  -0.002
H -6.980401 -0.551595 -2.466015  0.000
H -0.625080 0.359631 -2.926452  -0.004
H 1.524993 2.858384 -1.527029  0.006
H 2.325284 1.893413 3.267310  -0.001
H -1.614307 -5.468973 -4.491964  0.000
H 3.083701 0.969983 -1.313386  -0.001
H -3.522878 1.431326 5.516802  0.000
H -1.082872 -3.295168 1.567693  -0.024

Forces on atoms 1 to 3 (eV/Å):
-0.8 0.6 -0.3
0.0 0.1 0.0
0.0 -0.2 0.1

Calculated values
- spin multiplicity = 5
- LUMO level (alpha / beta) (eV) = 0.4 / -0.4
- ΔE to the lowest compared entry with this formula, charge and spin (kJ/mol) = 138.51
- total charge = 0
- <S²> = 6.05
- total energy (Ha) = -3543.2587
- HOMO (alpha / beta) (Ha) = -0.26853 / -0.29852
- gap between HOMO and LUMO (alpha / beta) (eV) = 7.689 / 7.699